{"formula": "C4H8O", "method": "the ωB97M-V functional and the def2-TZVPD basis", "species": ["C", "C", "C", "C", "O", "H", "H", "H", "H", "H", "H", "H", "H"], "positions_angstrom": [[-1.77, 0.12, 0.27], [-0.40, -0.28, -0.30], [0.79, 0.03, 0.57], [2.37, 0.04, -0.80], [2.00, 0.50, -1.81], [-1.81, 1.19, 0.49], [-1.99, -0.42, 1.21], [-2.57, -0.11, -0.44], [-0.42, -1.36, -0.53], [-0.26, 0.24, -1.26], [0.80, 1.06, 0.93], [0.87, -0.63, 1.45], [2.39, -0.37, 0.22]], "de_lowest_kcal_mol": 94.7, "orbital_gap_ev": 8.660, "mol_weight_g_mol": 72.1, "e_lumo_ev": 0.83, "multiplicity": 1}